Molecular formula: C5H7N2
Method: DFT, ωB97M-V with the def2-TZVPD basis set

Geometry as XYZ:
```
14
Properties=species:S:1:pos:R:3:forces:R:3
C -1.923 0.364 0.567 -0.0947 0.2385 1.3852
C -2.045 -0.341 -0.651 -0.9421 0.3465 0.1579
C -0.617 0.432 0.906 -2.0762 1.6212 2.0185
C 2.428 -0.308 0.468 -0.1999 -1.5306 1.3063
C 1.425 0.229 -0.169 -2.9268 -0.1103 -2.1714
N -0.780 -0.616 -1.022 2.0202 -0.2993 -1.5590
N 0.050 -0.106 -0.094 6.6327 -0.3287 -1.3538
H -2.666 0.734 1.216 -1.0551 0.2875 0.1415
H -2.869 -0.501 -1.298 -0.5540 -0.1944 -0.2596
H 0.023 0.953 1.586 -0.6306 0.1958 0.8196
H 3.423 0.087 0.541 0.1958 0.2334 -0.2688
H 2.207 -1.261 1.048 0.4435 1.2068 -0.7910
H 1.657 1.457 -1.354 -0.2664 -1.2901 1.1058
H -0.313 -1.122 -1.747 -0.5464 -0.3762 -0.5314
```
Forces are in eV/Å.

The spin multiplicity is 3. The expectation value of S² is 2.02. As for the LUMO energy (spin up / spin down): -4.063 / -8.508 eV. For the energy above the lowest of the compared OMol25 structures with the same formula, charge and spin, the calculation gives 490.5 kJ/mol. Its total charge is +1.

Molecular formula: C6H14N4O
Method: DFT, ωB97M-V with the def2-TZVPD basis set

Geometry as XYZ:
```
25
Properties=species:S:1:pos:R:3:forces:R:3
C -0.565 -0.204 0.479 -0.3915 -1.2568 -0.4535
C 1.552 0.414 -0.014 2.1343 -0.7860 -0.6972
C -0.567 1.245 -0.027 2.0851 1.9061 -1.3088
C -1.203 -2.565 -0.150 0.5727 0.3452 0.8320
C -2.819 1.904 0.377 -2.6500 3.9771 0.0362
C 3.722 -0.584 -0.331 1.5475 -0.5027 4.1572
N 0.783 1.500 -0.379 -0.8921 0.5428 0.9259
N -1.263 -1.084 -0.416 0.9138 0.5459 -1.4619
N 0.912 -0.552 0.613 -0.4830 1.3834 -1.1724
N -1.523 2.123 -0.196 1.1237 -1.0821 0.1794
O 2.780 0.475 -0.396 -1.0794 1.3851 -0.3193
H -0.886 -0.235 1.488 -1.0573 -0.1415 1.0142
H -1.908 -2.781 0.659 -0.4912 -0.2261 -0.7548
H -0.269 -2.913 0.327 0.2119 0.3902 -0.3959
H -1.275 -3.161 -1.081 -0.5716 0.6173 0.6737
H -2.856 2.508 1.300 0.2143 -0.6530 0.1450
H -3.676 2.471 -0.178 1.7338 -1.4674 0.2193
H -3.034 0.909 0.529 -0.5002 -2.1127 0.2445
H 3.999 -0.984 -1.233 -0.0047 -0.5125 -2.6775
H 3.284 -1.369 0.298 0.4833 0.0328 -0.1108
H 4.714 -0.239 0.148 -1.9081 -0.1190 -0.5232
H 1.275 2.428 -0.554 -1.0985 -1.5286 0.0739
H -0.935 -0.850 -1.395 -0.6934 -0.6637 1.3429
H 1.188 -1.543 0.697 -0.0104 0.8959 -0.0924
H -1.431 3.089 -0.566 0.8110 -0.9697 0.1235
```
Forces are in eV/Å.

As for the LUMO energy: -8.583 eV. For the energy above the lowest of the compared OMol25 structures with the same formula, charge and spin, the calculation gives 83.6 kJ/mol. Its total charge is +2. As for the structure (SMILES): CN[C@H]1[NH+]=C(OC)N/C1=[NH+]/C.

Molecular formula: C6H9NO
Method: DFT, ωB97M-V with the def2-TZVPD basis set

Geometry as XYZ:
```
17
Properties=species:S:1:pos:R:3:forces:R:3
C -1.175 -0.668 0.597 0.0803 0.4289 -1.5018
C -0.855 -0.815 -0.887 -1.0951 0.5784 0.9849
C 0.592 -1.080 -1.037 1.3148 -0.6024 -1.3344
C 0.198 -0.225 1.098 -0.5606 -0.1764 0.8400
C -0.103 1.199 0.522 0.5016 -0.8446 0.2895
C -1.210 0.576 -0.330 0.3691 -0.9462 0.8796
H 1.182 1.391 -0.918 -0.0184 -0.0840 -0.1368
H -1.997 -1.103 1.114 -0.3001 -0.3315 0.2929
H -1.545 -1.334 -1.580 0.2935 0.7029 0.6358
H 0.767 -2.115 -1.420 0.0005 0.8238 -0.0695
H 1.008 -0.324 -1.771 -0.0262 -0.9147 0.5103
H 2.103 -0.614 0.393 -1.2344 -0.4325 -0.4038
H 0.381 -0.297 2.181 0.1108 0.0525 -0.4820
H -0.441 1.851 1.360 -0.1112 -0.3096 -0.9063
H -2.079 1.068 -0.655 -0.9609 0.6007 -0.4252
N 1.133 -0.991 0.305 1.4916 0.5555 0.8430
O 1.002 1.812 -0.078 0.1448 0.8992 -0.0161
```
Forces are in eV/Å.

As for the LUMO energy: 0.948 eV. For the energy above the lowest of the compared OMol25 structures with the same formula, charge and spin, the calculation gives 216.5 kJ/mol. Its total charge is 0. As for the structure (SMILES): O[C@@H]1[C@@H]2NC[C@@H]3[C@H]1[C@@H]32.

Molecular formula: C3H6N2O3
Method: DFT, ωB97M-V with the def2-TZVPD basis set

Geometry as XYZ:
```
14
Properties=species:S:1:pos:R:3:forces:R:3
C -0.284 -1.028 1.173 -0.8077 -2.6662 0.1742
C 0.080 -0.054 -0.924 -0.0266 1.1421 0.3673
N 1.899 0.910 0.191 -0.0473 0.1678 0.1765
N -1.493 -0.427 1.390 0.4805 0.0004 -0.4803
C -0.290 0.161 -2.187 0.1291 -0.2898 0.6214
O -0.010 -1.261 -0.267 0.3449 1.7602 1.8195
O 0.485 1.028 -0.088 -0.2821 -1.3240 -1.0865
O 0.333 -1.615 2.037 -0.1940 1.3770 -1.6913
H 1.941 0.785 1.204 -0.0035 -0.0774 -0.1419
H 2.231 1.859 0.023 -0.0192 -0.1637 -0.0646
H -1.946 -0.685 2.256 0.1500 0.2306 -0.1795
H -2.063 -0.164 0.597 0.1390 -0.0743 0.2549
H -0.204 1.147 -2.625 0.1501 -0.1785 0.1271
H -0.677 -0.657 -2.782 -0.0131 0.0957 0.1032
```
Forces are in eV/Å.

As for the LUMO energy: 0.740 eV. For the energy above the lowest of the compared OMol25 structures with the same formula, charge and spin, the calculation gives 348.3 kJ/mol. Its total charge is 0. As for the structure (SMILES): C=C(ON)OC(N)=O.

Molecular formula: C24H42ClN6O4Pb
Method: DFT, ωB97M-V with the def2-TZVPD basis set

Geometry as XYZ:
```
78
Properties=species:S:1:pos:R:3:forces:R:3
Pb 31.597 -0.429 4.338 0.1776 -0.7309 0.8424
Cl 31.566 -3.748 5.362 -1.4573 0.0085 -1.0664
O 31.032 -4.944 4.779 0.2738 0.3176 -0.0797
O 31.929 -3.986 6.710 0.2106 0.2492 0.7450
O 32.672 -3.228 4.597 0.6667 0.1676 -0.1985
O 30.515 -2.688 5.263 0.3950 0.1831 0.3501
C 29.782 -2.849 -1.426 -0.7288 0.0156 -0.0091
C 30.254 -4.037 -0.595 -1.5108 0.1686 -0.9186
C 29.924 -3.899 0.891 1.7215 -1.3232 0.1646
C 30.573 -2.807 1.599 -0.6606 0.6216 -0.1428
N 30.973 -1.889 2.158 0.2017 -0.1315 -0.1036
H 28.688 -2.775 -1.448 -0.0490 -0.2343 0.4185
H 29.987 -2.988 -2.487 0.6446 0.3738 0.1017
H 30.098 -1.899 -0.992 0.4757 0.0598 -0.4819
H 31.267 -4.349 -0.843 0.2255 0.3509 0.5012
H 29.634 -4.879 -0.919 0.1678 -0.1571 0.0335
H 30.414 -4.787 1.308 -0.4876 -0.0717 0.4658
H 28.862 -3.957 1.117 -0.0126 0.2509 -0.0334
C 28.350 0.147 9.990 0.7255 0.7738 0.7945
C 28.084 1.483 9.315 0.5857 0.5853 -0.8490
C 27.840 1.298 7.794 0.1139 -0.0115 0.2561
C 29.038 1.122 6.964 0.0803 -0.0165 0.3009
N 29.934 0.945 6.271 0.1725 -0.0452 -0.0124
H 27.487 -0.512 10.037 -0.0531 0.0678 -0.0067
H 28.709 0.396 10.992 -0.3738 -0.3705 0.2218
H 29.200 -0.384 9.558 -0.1772 -0.0046 -0.4077
H 28.904 2.198 9.443 0.4704 -0.4751 -0.0694
H 27.308 2.101 9.768 -0.6405 -0.7009 -0.1113
H 27.303 2.143 7.363 -0.2503 -0.1641 -0.0088
H 27.305 0.356 7.666 -0.4565 0.2410 -0.1886
C 36.247 3.775 4.935 0.1972 0.5690 -0.9113
C 35.279 4.456 5.895 -0.6889 0.0734 -0.5003
C 34.456 3.481 6.766 0.6008 0.1820 -0.0727
C 33.725 2.546 5.939 -0.2769 -0.3935 -0.3724
N 33.093 1.841 5.293 -0.0133 -0.0643 -0.2070
H 37.214 3.506 5.354 -0.1598 -0.2262 0.2161
H 36.459 4.476 4.121 0.2390 0.2359 0.2461
H 35.828 2.954 4.349 -0.1677 -0.3360 0.5810
H 34.562 5.021 5.293 -0.0559 -0.0386 -0.0266
H 35.778 5.223 6.484 0.0853 -0.2903 0.3196
H 33.671 3.958 7.354 0.3966 0.2564 0.2879
H 35.142 2.908 7.393 -0.2264 0.0120 0.2608
C 37.261 -1.191 0.849 -1.2277 0.0761 0.6210
C 36.045 -1.841 0.178 -0.0008 -0.1404 -1.0888
C 35.044 -2.594 1.075 0.5343 0.6169 1.3010
C 34.398 -1.697 2.062 0.4624 -0.3257 -0.4493
N 33.894 -0.999 2.815 -0.2294 0.3198 0.2412
H 37.921 -0.695 0.142 0.0058 -0.2782 -0.1871
H 37.789 -1.954 1.421 0.2483 0.2089 0.0665
H 36.888 -0.407 1.513 0.2899 -0.0687 0.2772
H 36.462 -2.557 -0.533 -0.3567 -0.1501 -0.0933
H 35.485 -1.110 -0.407 0.1096 0.0874 -0.0468
H 35.613 -3.314 1.668 -0.2024 -0.2019 0.0190
H 34.210 -3.115 0.608 0.2913 -0.0184 -0.5338
C 26.385 2.418 1.760 -1.2499 -0.1457 -0.9476
C 27.024 1.215 1.079 1.3442 -0.1507 -0.5257
C 27.096 -0.062 1.917 -0.7413 0.3563 0.4892
C 28.203 -0.057 2.875 -0.2474 -0.2074 -0.0548
N 29.054 -0.088 3.643 -0.0756 0.1050 -0.2703
H 26.663 3.351 1.273 0.5299 0.0492 0.4217
H 26.422 2.448 2.847 0.5460 0.0913 -0.0248
H 25.318 2.386 1.513 -0.0937 -0.1709 0.2924
H 28.056 1.398 0.759 -0.0250 0.3971 0.1245
H 26.544 0.966 0.132 -0.3846 0.1107 0.1729
H 27.137 -0.957 1.299 0.1798 -0.0358 0.0637
H 26.170 -0.096 2.500 0.0541 -0.3869 0.0860
C 35.287 -2.172 10.677 -0.3062 -0.3205 -0.2204
C 34.388 -1.251 9.856 0.3420 -0.2864 -0.2133
C 33.393 -2.041 8.987 -0.7428 0.0317 0.7178
C 33.010 -1.332 7.768 0.2947 -0.6614 0.0010
N 32.729 -0.771 6.809 -0.1443 0.0482 -0.1830
H 36.064 -2.633 10.064 0.2011 0.3677 -0.0235
H 34.742 -3.044 11.045 -0.1780 0.2854 0.4366
H 35.709 -1.587 11.490 0.2346 -0.3602 0.1088
H 35.041 -0.651 9.220 -0.1646 0.1529 -0.0317
H 33.851 -0.576 10.522 -0.0631 0.0571 -0.1159
H 32.462 -2.213 9.538 -0.0677 0.3376 0.0775
H 33.684 -3.083 8.849 0.4526 0.2325 -0.8372
```
Forces are in eV/Å.

As for the LUMO energy: -1.965 eV. For the energy above the lowest of the compared OMol25 structures with the same formula, charge and spin, the calculation gives 0.0 kJ/mol. Its total charge is +1.

Molecular formula: C19H20N8O8S2W
Method: DFT, ωB97M-V with the def2-TZVPD basis set

Geometry as XYZ:
```
58
Properties=species:S:1:pos:R:3:forces:R:3
W -1.127 -0.611 -0.418 -1.0296 -1.0136 1.9342
N -0.176 0.484 1.467 -0.6018 -0.4326 0.0482
C -0.978 1.664 1.836 0.2597 0.1657 -0.1262
C -2.331 1.558 1.184 0.1685 -0.1083 -0.0995
O -3.062 2.516 1.053 -0.2177 -0.1217 0.1754
N -2.564 0.268 0.786 -0.2018 0.2404 -0.7562
C -3.878 0.013 0.172 0.1274 0.0356 0.2800
C -3.892 -1.459 -0.110 -0.0661 0.2479 0.2104
O -4.868 -2.131 -0.250 0.1542 -0.2779 -0.0480
O -2.623 -1.916 -0.218 -0.0413 0.1950 -0.4654
H 0.807 0.732 1.416 0.0531 -0.2312 -0.2979
H -0.305 -0.222 2.193 0.1899 0.0715 0.1437
H -1.110 1.727 2.916 0.0095 0.0402 0.0273
H -0.508 2.578 1.485 0.0906 -0.0031 -0.0088
H -4.704 0.331 0.801 0.0124 -0.0553 0.1313
H -3.961 0.543 -0.780 -0.0835 0.1420 -0.0877
N 5.379 0.535 2.850 -0.1148 0.0102 -0.0445
C 4.273 -0.271 2.695 0.0647 0.0457 0.0179
C 4.041 -0.935 1.484 0.0493 -0.0033 -0.0114
C 2.901 -1.691 1.304 -0.0044 -0.1008 0.0917
C 1.975 -1.804 2.338 -0.0217 0.2603 -0.2082
C 2.193 -1.154 3.547 0.0340 -0.0694 0.0156
C 3.335 -0.398 3.726 0.0281 -0.0250 0.0553
S 0.425 -2.594 2.077 -0.0531 0.0937 -0.0660
O -0.510 -1.927 2.947 -0.1078 0.1267 0.0538
O 0.532 -4.011 2.140 0.0328 -0.1277 -0.0753
N 0.004 -2.131 0.537 0.2140 -0.4254 -0.0517
C 0.244 -2.949 -0.553 0.1842 -0.4356 0.2974
N 1.178 -3.882 -0.627 -0.0599 0.1351 0.0512
C 1.257 -4.510 -1.797 0.0538 0.0041 0.0449
C 0.458 -4.194 -2.884 -0.0803 -0.0598 -0.0499
C -0.464 -3.180 -2.705 -0.3240 0.1428 -0.4163
N -0.576 -2.580 -1.538 0.5248 0.0903 0.6649
H 6.132 0.445 2.193 0.0168 -0.0342 0.0161
H 5.643 0.813 3.778 0.0162 -0.0342 0.0118
H 4.762 -0.842 0.679 -0.0454 -0.0079 0.0189
H 2.730 -2.200 0.364 0.0078 0.0389 0.0097
H 1.463 -1.243 4.341 0.0068 0.0527 -0.0255
H 3.506 0.107 4.671 -0.0131 -0.0142 -0.0320
H 2.009 -5.289 -1.860 -0.0148 0.0276 -0.0512
H 0.554 -4.702 -3.831 -0.0251 -0.0378 0.0232
H -1.140 -2.846 -3.485 0.1081 0.0438 -0.0142
S -3.774 2.218 -2.683 -0.3555 -0.0723 -0.4239
C -2.390 3.125 -2.642 0.1543 -0.0182 -0.0291
N -2.171 3.940 -1.565 0.2629 -0.2540 0.2338
C -1.025 4.629 -1.349 -0.0577 0.1615 0.0641
C -0.032 4.623 -2.265 0.1921 0.0382 -0.1894
C -0.209 3.838 -3.438 0.2461 0.1605 0.1342
C -1.336 3.113 -3.622 -0.4436 -0.0157 0.1393
H -2.811 3.791 -0.791 -0.1129 0.1624 -0.0665
H -0.971 5.188 -0.424 -0.0434 -0.0547 -0.0021
H 0.866 5.197 -2.094 -0.0089 -0.0231 -0.0282
H 0.578 3.799 -4.182 -0.0185 0.0230 0.0518
H -1.467 2.477 -4.484 -0.0677 0.0085 0.0059
O -0.843 1.342 -0.867 0.1640 -0.0663 -0.7186
N -0.401 0.601 -1.969 0.8783 1.2280 -0.7714
O 0.571 -0.272 -1.335 0.1132 0.3017 -0.0807
O -1.611 -0.251 -2.211 -0.2038 -0.1709 0.2939
```
Forces are in eV/Å.

As for the LUMO energy: -1.205 eV. For the energy above the lowest of the compared OMol25 structures with the same formula, charge and spin, the calculation gives 362.5 kJ/mol. Its total charge is 0.

Molecular formula: C4H7BrN
Method: DFT, ωB97M-V with the def2-TZVPD basis set

Geometry as XYZ:
```
13
Properties=species:S:1:pos:R:3:forces:R:3
C -0.187 -1.498 0.217 0.1965 3.6015 -0.9440
C -0.474 0.501 1.300 0.3327 4.3575 -0.0971
C -0.350 0.085 -0.128 -2.2812 -4.0906 2.0476
C -0.175 0.724 -1.388 1.5247 1.5575 -4.2839
N 0.556 -0.361 0.885 1.9732 -2.7248 -0.6025
Br 1.817 1.092 -1.649 -0.7564 0.0986 0.3671
H -0.901 -1.935 0.877 -0.3152 -0.4220 0.1972
H 0.322 -2.058 -0.575 0.0867 0.1818 0.6780
H 0.026 1.568 1.410 -1.5004 -2.0483 0.1919
H -1.224 0.211 2.038 0.2373 -0.1892 -0.3562
H -0.683 1.753 -1.430 0.6695 -1.8184 -0.1954
H -0.269 0.063 -2.392 -0.6560 1.5559 2.8272
H 1.541 -0.145 0.834 0.4886 -0.0595 0.1701
```
Forces are in eV/Å.

As for the LUMO energy: -4.044 eV. For the energy above the lowest of the compared OMol25 structures with the same formula, charge and spin, the calculation gives 204.9 kJ/mol. Its total charge is +1. As for the structure (SMILES): BrC[C@]12C[N@H+]1C2.

| no. | calculated total energy (eV) |
| --- | --- |
| 1 | -8263.35434 |
| 2 | -14438.84216 |
| 3 | -9903.36067 |
| 4 | -12328.61846 |
| 5 | -60456.80894 |
| 6 | -71822.35689 |
| 7 | -75783.72193 |